Record 1
{"formula": "CH6S", "method": "ωB97M-V/def2-TZVPD", "lumo_ev": 0.837, "smiles": "C.S", "homo_energy_ev": -9.81, "gap_ev": 10.651, "de_lowest_kcal_mol": 1.1, "symbols": ["S", "H", "H", "C", "H", "H", "H", "H"], "positions_angstrom": [[1.364, 3.314, 0.214], [0.883, 2.275, 0.920], [2.362, 3.363, 1.111], [-0.931, -1.793, -0.442], [-0.478, -1.779, 0.545], [-1.187, -0.776, -0.726], [-0.193, -2.188, -1.139], [-1.819, -2.416, -0.483]], "forces_ev_per_angstrom": [[0.1354, -0.3180, 0.4845], [-0.2197, 0.0545, -0.2731], [0.0821, 0.2587, -0.2125], [0.2728, 0.0725, -0.2290], [-0.1636, -0.1004, 0.1552], [-0.0201, 0.0260, -0.0493], [-0.0417, 0.0490, -0.0597], [-0.0453, -0.0423, 0.1839]]}

=====

Record 2
{"formula": "CH6S2", "method": "ωB97M-V/def2-TZVPD", "lumo_ev": 0.108, "smiles": "SS.C", "homo_energy_ev": -8.57, "gap_ev": 8.674, "de_lowest_kcal_mol": 24.8, "symbols": ["C", "H", "H", "H", "H", "S", "S", "H", "H"], "positions_angstrom": [[-1.809, 0.147, -0.248], [-0.868, 0.533, 0.246], [-2.027, 1.035, -0.831], [-1.406, -0.876, -0.580], [-2.688, -0.026, 0.449], [1.746, -1.199, -0.116], [2.548, -0.164, 1.496], [1.754, -0.451, -1.293], [2.750, 1.001, 0.878]], "forces_ev_per_angstrom": [[1.2490, -0.8055, 1.9185], [-1.2024, -0.4832, 0.5189], [-0.3330, -0.7696, -1.2666], [-1.1511, 1.7931, -0.6288], [1.3905, 0.2910, -0.5294], [-0.5778, -0.6658, -1.3634], [0.2239, 0.4892, -0.0994], [0.3892, -0.0320, 1.4415], [0.0119, 0.1828, 0.0087]]}

=====

Record 3
{"formula": "CH6S3", "method": "ωB97M-V/def2-TZVPD", "lumo_ev": 0.343, "smiles": "CSS.S", "homo_energy_ev": -9.13, "gap_ev": 9.474, "de_lowest_kcal_mol": 5.8, "symbols": ["S", "H", "H", "C", "S", "S", "H", "H", "H", "H"], "positions_angstrom": [[3.614, -1.247, 0.904], [3.077, -1.955, -0.057], [2.692, -1.333, 1.877], [-1.251, 1.530, -0.695], [-0.830, -0.090, -1.291], [-2.046, -1.299, -0.039], [-1.443, 2.234, -1.507], [-2.155, 1.450, -0.109], [-0.450, 1.936, -0.084], [-1.209, -1.226, 1.002]], "forces_ev_per_angstrom": [[1.0296, 0.8726, 0.7105], [-0.8252, -0.5313, -0.2334], [-0.2199, -0.3316, -0.4805], [-0.0292, 0.8630, 0.1462], [-0.5490, -1.1716, 0.1741], [0.7462, 0.6327, -0.6648], [0.0561, -0.2111, -0.1428], [-0.1761, 0.0630, 0.1604], [0.0129, -0.0114, 0.1362], [-0.0453, -0.1741, 0.1941]]}

=====

- Which formula does entry 1 have?
  CH6S

=====

- Number 1 is which compound?
  CH6S